{
  "formula": "C7H9N3",
  "method": "ωB97M-V with the def2-TZVPD basis set",
  "gap_ev": [7.6694, 7.6700],
  "homo_energy_ev": [-18.45, -18.45],
  "charge": 2,
  "smiles": "C[N@+]12C=CC=CC1=N[NH+]=C2",
  "largest_force_ev_per_a": 6.0,
  "species": ["C", "N", "C", "C", "C", "C", "C", "N", "N", "C", "H", "H", "H", "H", "H", "H", "H", "H", "H"],
  "xyz": [[-0.33459, 1.22831, -1.17511], [-0.26869, 0.38917, 0.16485], [1.03122, 0.77001, 0.77937], [2.02595, -0.13980, 0.79660], [1.82628, -1.40221, 0.17286], [0.70805, -1.78301, -0.43483], [-0.40953, -1.00829, -0.24731], [-1.79271, -1.37333, -0.11713], [-2.37566, -0.27443, 0.39506], [-1.57251, 0.71761, 0.71497], [-1.34803, 1.35835, -1.46616], [-0.07179, 2.24052, -0.97833], [0.51585, 0.78542, -1.72095], [1.03182, 1.83050, 0.82362], [3.01782, 0.21031, 1.15400], [2.69014, -2.11494, 0.33232], [0.52455, -2.82680, -0.87860], [-3.41639, -0.13820, 0.34919], [-1.78178, 1.53081, 1.33558]]
}